Density functional theory data (ωB97M-V/def2-TZVPD) for an isolated ion of composition C4H13N2S and charge +1.

structure (SMILES) = CNC[C@H]([NH3+])CS
highest occupied orbital energy = -12.9 eV
relative energy (zero: lowest compared OMol25 entry of this formula, charge and spin) = 173.1 kJ/mol
orbital gap = 9.470 eV
total charge = +1

Element x y z (Å)
N1 -0.66 1.15 1.42
C1 -0.11 0.50 0.06
C2 -1.23 0.68 -0.94
S1 -1.44 2.51 -1.20
C3 0.02 -0.96 0.44
N2 0.69 -1.60 -0.68
C4 2.20 -1.38 -0.54
H1 -0.51 2.14 1.60
H2 -1.67 1.21 1.24
H3 -0.42 0.51 2.17
H4 0.83 0.95 -0.27
H5 -2.17 0.26 -0.58
H6 -0.99 0.35 -1.94
H7 -2.51 2.71 -0.37
H8 -0.96 -1.33 0.75
H9 0.70 -1.02 1.30
H10 0.54 -2.59 -0.74
H11 2.60 -1.36 -1.55
H12 2.53 -0.44 -0.10
H13 2.57 -2.29 -0.07